The following is a quantum chemistry calculation of a molecular structure, C24H39B2F8IN4O6S at a distorted geometry, from OMol25.

Results
HOMO-LUMO gap: 0.2667 Ha
E_LUMO: -1.15 eV
E: -85790.5660 eV

Each line ends with the Mulliken charge.
Atoms and positions in Å:
I 4.902 1.332 -0.563  0.077
S 2.506 -4.580 -1.699  -0.372
F -3.768 -1.459 4.562  -0.320
F -6.302 -0.582 4.230  -0.309
F -2.896 0.351 2.217  -0.307
F -1.957 -1.451 2.981  -0.341
F -6.964 -0.468 1.816  -0.280
F -4.739 0.912 4.107  -0.273
F -4.912 -2.425 2.997  -0.298
F -6.333 1.596 2.221  -0.292
O -1.820 1.107 -4.943  -0.494
O 4.606 -1.565 -2.511  -0.631
O -1.948 -2.251 0.665  -0.159
O -2.634 -0.740 -3.896  -0.406
O 0.526 -1.393 -0.214  -0.447
O 1.631 -1.566 2.305  -1.074
N 4.030 -0.294 0.324  0.278
N 1.922 0.887 2.278  -0.081
N -0.355 5.708 -2.225  -0.602
N 3.183 -2.453 -0.037  -0.362
C -0.694 -3.120 -1.223  -1.926
C -3.165 -1.639 0.974  -1.001
C -0.528 2.583 -0.909  -0.473
C 0.064 -1.787 -1.480  1.745
C 1.631 -0.504 -0.088  1.259
C -5.289 -0.124 3.450  0.700
C -5.908 0.317 2.092  0.558
C 2.842 -3.396 -0.734  0.556
C 5.114 -1.124 0.784  -0.050
C -0.036 1.452 0.013  0.567
C -2.570 0.590 -4.160  0.174
C -1.360 -1.297 -3.550  -1.027
C -3.062 -0.994 2.371  1.070
C 0.485 3.755 -0.923  -0.795
C 1.325 0.935 -0.514  -1.671
C -0.884 -0.814 -2.178  -0.155
C -2.042 -2.955 -0.559  -1.191
C 2.684 -0.248 -3.285  -0.939
C 0.790 0.890 3.262  -1.562
C 5.435 -1.293 2.113  -0.969
C 3.141 0.979 3.082  -1.039
C -0.165 5.131 -0.875  -0.712
C -4.271 -1.288 3.316  0.488
C 3.013 -1.053 -0.542  -1.810
B 3.456 -0.952 -2.100  2.023
B 1.765 -0.399 1.553  0.807
H 2.512 -1.869 2.546  0.267
H -0.779 -3.719 -2.124  0.532
H -0.055 -3.691 -0.551  0.555
H -5.177 0.301 1.283  -0.021
H 0.522 1.928 3.454  0.324
H -0.606 -0.982 -4.270  0.435
H -0.117 5.004 -2.908  0.256
H 2.053 1.636 -0.124  0.518
H 3.040 0.787 -3.324  0.305
H 1.102 3.660 -0.030  0.317
H 3.053 1.813 3.778  0.428
H 4.015 1.176 2.470  0.189
H -0.759 2.221 -1.909  -0.055
H 5.756 -1.638 0.066  0.292
H 0.080 1.923 0.985  0.619
H -0.362 0.119 -2.387  0.266
H 6.365 -0.840 2.441  0.250
H 1.098 0.428 4.200  0.394
H -0.769 0.653 0.083  -1.142
H -2.773 -2.507 -1.240  0.521
H 2.961 -0.692 -4.236  0.274
H 1.298 1.101 -1.592  0.781
H 3.313 0.073 3.676  0.268
H 0.829 -2.066 -2.212  0.086
H -1.728 -0.515 -1.560  -0.205
H -3.334 -0.823 0.260  0.215
H 0.535 5.796 -0.364  0.294
H -4.004 -2.330 0.868  0.621
H -1.301 6.029 -2.362  0.245
H -2.434 -3.957 -0.344  0.607
H 4.919 -2.216 -1.875  0.329
H -1.421 2.982 -0.425  0.660
H -1.081 5.151 -0.287  0.329
H 1.131 3.660 -1.795  0.338
H 4.840 -1.870 2.810  0.310
H 1.610 -0.197 -3.152  0.242
H -3.290 1.191 -3.588  0.408
H -0.065 0.347 2.870  0.583
H -1.425 -2.375 -3.637  0.432